A single C3H4N2S molecule, computed with ωB97M-V/def2-TZVPD.

Structure (XYZ):
```
10
C3H4N2S, DFT ωB97M-V/def2-TZVPD
C -1.131 -0.007 0.001
C 1.002 -0.673 -0.003
C 1.009 0.660 -0.011
H -0.604 -2.075 -0.025
H 1.881 -1.341 -0.009
H 1.815 1.353 0.051
H -0.609 2.077 -0.006
N -0.292 -1.097 0.007
N -0.291 1.106 -0.004
S -2.780 -0.004 -0.001
```

- E_LUMO: 0.0274 hartree
- Kohn-Sham gap: 8.33 eV
- Max |F|: 2.35 eV/A
- SMILES: S=c1[nH]cc[nH]1
- HOMO level: -7.583 eV
- Multiplicity: 1

=====

A molecular structure, C6H14BrHfO3, computed with ωB97M-V/def2-TZVPD.

Structure (XYZ):
```
25
C6H14BrHfO3, DFT ωB97M-V/def2-TZVPD
Hf -22.945 -13.393 -10.875
Br -21.425 -13.678 -9.266
C -17.618 -14.971 -14.096
O -18.610 -14.055 -13.546
C -19.793 -14.745 -13.074
C -20.978 -13.783 -13.110
O -21.415 -13.301 -11.754
C -20.569 -12.247 -11.241
C -21.230 -11.024 -10.657
O -22.623 -11.268 -10.434
C -23.294 -9.981 -9.951
H -17.990 -15.398 -15.028
H -17.436 -15.789 -13.399
H -16.721 -14.368 -14.235
H -19.565 -14.917 -12.022
H -19.910 -15.760 -13.454
H -21.831 -14.352 -13.479
H -20.840 -13.093 -13.942
H -19.800 -11.986 -11.968
H -19.930 -12.576 -10.422
H -21.311 -10.276 -11.446
H -20.871 -10.549 -9.744
H -23.380 -9.984 -8.864
H -24.280 -9.891 -10.406
H -22.782 -9.069 -10.258
```

- E_LUMO: -0.5289 hartree
- Kohn-Sham gap: 4.80 eV
- Max |F|: 8.92 eV/A
- HOMO level: -19.194 eV
- Multiplicity: 1
- Charge: +3

=====

A molecular structure, C15H32FN3O8S, computed with ωB97M-V/def2-TZVPD.

Structure (XYZ):
```
60
C15H32FN3O8S, DFT ωB97M-V/def2-TZVPD
N -2.389 -0.596 0.211
C -2.630 -0.155 -1.173
N -4.049 0.335 -1.185
N -2.583 -1.249 -2.128
C -1.710 1.096 -1.528
C -0.548 0.820 -2.557
C 0.529 1.930 -2.145
C 1.409 1.504 -0.920
C 1.530 2.709 0.093
F 2.430 3.671 -0.333
C -1.036 1.159 -4.000
O 0.025 0.654 -4.863
S 0.771 -0.593 -4.025
O 2.203 -0.342 -4.222
O 0.144 -1.808 -4.569
O 0.223 -0.396 -2.454
H -3.295 -0.583 0.676
H -1.822 0.087 0.705
H -4.325 0.454 -2.161
H -4.068 1.248 -0.731
H -2.537 -0.936 -3.089
H -1.837 -1.890 -1.888
H -2.375 1.849 -2.017
H -1.286 1.613 -0.638
H 0.012 2.894 -1.916
H 1.155 2.129 -3.050
H 2.421 1.210 -1.279
H 0.988 0.667 -0.321
H 1.852 2.270 1.077
H 0.495 3.097 0.231
H -1.279 2.238 -4.107
H -1.927 0.602 -4.387
O 3.111 2.577 2.337
C 3.602 2.990 3.356
O 2.937 2.859 4.512
C 3.505 3.137 5.797
C 3.378 4.605 6.148
C 4.908 3.734 3.340
H 4.535 2.781 5.854
H 2.933 2.544 6.510
H 3.928 5.234 5.447
H 3.759 4.793 7.153
H 2.333 4.916 6.104
H 4.719 4.784 3.116
H 5.534 3.310 2.556
H 5.474 3.652 4.266
O -3.579 -4.389 1.580
C -3.023 -5.032 0.732
O -1.791 -4.680 0.330
C -0.969 -5.484 -0.522
C -1.275 -5.233 -1.984
C -3.719 -6.176 0.044
H -1.044 -6.540 -0.255
H 0.059 -5.186 -0.312
H -2.301 -5.508 -2.232
H -0.600 -5.805 -2.622
H -1.165 -4.173 -2.219
H -4.319 -5.786 -0.779
H -4.376 -6.661 0.764
H -3.044 -6.945 -0.327
```

- E_LUMO: 0.0180 hartree
- Kohn-Sham gap: 9.67 eV
- Max |F|: 4.62 eV/A
- HOMO level: -9.183 eV
- Multiplicity: 1

=====

2 unconnected molecules or ions with the total composition C3H10N2OS, computed with ωB97M-V/def2-TZVPD.

Structure (XYZ):
```
17
C3H10N2OS, DFT ωB97M-V/def2-TZVPD
N 0.251 -2.663 0.081
C 1.308 -1.653 0.149
N 2.528 -2.231 -0.056
O 1.111 -0.484 0.403
H -0.558 -2.114 -0.199
H 0.023 -3.005 1.009
H 2.698 -3.151 0.301
H 3.259 -1.660 -0.431
C -0.901 1.033 -1.373
S -0.712 1.933 0.123
C -2.422 1.992 0.644
H -1.375 1.625 -2.160
H -1.425 0.089 -1.227
H 0.094 0.716 -1.691
H -2.529 2.316 1.676
H -2.896 2.777 0.034
H -2.913 1.047 0.437
```

- E_LUMO (alpha / beta): -0.1098 / -0.2900 hartree
- Kohn-Sham gap (alpha / beta): 10.16 / 5.22 eV
- Max |F|: 2.52 eV/A
- ⟨S²⟩: 0.75
- HOMO level (alpha / beta): -13.143 / -13.110 eV
- Multiplicity: 2
- Charge: +1

=====

A molecular structure, C44H55KN8O4S3, computed with ωB97M-V/def2-TZVPD.

Structure (XYZ):
```
115
C44H55KN8O4S3, DFT ωB97M-V/def2-TZVPD
K 10.519 15.046 13.148
C 11.931 12.586 10.946
N 11.229 13.860 10.606
C 11.929 14.551 9.508
C 9.931 13.511 10.118
C 8.938 14.672 9.958
C 8.612 15.064 8.695
C 7.559 15.961 8.503
C 6.827 16.435 9.622
C 7.198 16.023 10.872
C 8.276 15.141 11.125
H 11.797 11.843 10.112
H 11.573 12.184 11.890
H 13.006 12.741 11.011
H 12.023 13.989 8.545
H 12.963 14.678 9.759
H 11.540 15.576 9.394
H 9.503 12.790 10.861
H 10.065 12.911 9.181
H 9.149 14.664 7.848
H 7.359 16.304 7.503
H 5.912 17.054 9.471
H 6.530 16.339 11.721
O 13.182 15.918 14.390
S 14.612 15.867 14.853
C 14.730 17.176 16.052
C 14.662 18.552 15.450
C 13.314 18.928 14.750
C 12.045 18.789 15.587
S 10.410 19.050 14.647
O 10.347 17.947 13.659
C 10.953 20.615 13.839
C 11.591 20.429 12.610
C 12.247 21.548 12.092
C 12.154 22.778 12.736
C 11.527 22.916 13.964
C 10.907 21.810 14.516
C 14.778 14.561 16.117
C 16.010 13.949 16.237
C 16.247 12.928 17.155
C 15.228 12.577 18.009
C 14.003 13.203 17.940
C 13.776 14.243 17.017
H 15.657 16.954 16.617
H 13.890 16.970 16.715
H 15.370 18.656 14.609
H 14.893 19.249 16.217
H 13.187 18.309 13.917
H 13.480 19.950 14.468
H 11.940 19.477 16.464
H 11.877 17.793 15.883
H 11.586 19.470 12.130
H 12.836 21.470 11.154
H 12.490 23.700 12.238
H 11.526 23.873 14.478
H 10.400 21.792 15.448
H 16.827 14.179 15.600
H 17.190 12.415 17.129
H 15.466 11.795 18.712
H 13.229 12.898 18.609
H 12.742 14.600 16.905
S 19.049 14.224 9.893
C 18.490 12.602 10.094
N 19.146 11.663 9.542
N 18.592 10.321 9.686
C 17.651 9.953 8.718
C 16.585 10.804 8.450
C 15.528 10.409 7.633
C 15.492 9.166 7.076
C 16.575 8.330 7.297
C 17.619 8.709 8.074
N 17.473 12.253 11.024
N 16.594 13.088 11.339
C 15.775 12.616 12.407
C 14.701 13.380 12.779
C 13.769 12.924 13.678
C 13.933 11.643 14.250
C 15.046 10.842 13.927
C 15.923 11.255 12.962
H 19.381 9.682 9.674
H 16.617 11.783 8.901
H 14.671 11.106 7.545
H 14.630 8.740 6.558
H 16.538 7.355 6.791
H 18.475 8.056 8.189
H 14.623 14.333 12.172
H 12.910 13.450 14.120
H 13.121 11.307 14.885
H 15.101 9.836 14.298
H 16.718 10.632 12.589
O 9.812 15.047 16.334
C 9.970 13.820 16.026
O 10.821 13.362 15.233
H 9.307 13.071 16.611
C 9.359 19.445 8.712
N 10.737 19.082 8.442
C 10.855 18.427 7.137
C 11.435 18.403 9.466
N 10.895 17.756 10.435
N 12.800 18.483 9.334
C 13.446 19.703 8.731
C 13.650 17.708 10.225
H 8.591 18.626 8.730
H 9.031 20.201 8.038
H 9.368 19.929 9.680
H 10.531 19.122 6.363
H 10.260 17.529 7.106
H 11.870 18.072 6.964
H 9.869 17.641 10.365
H 12.667 20.196 8.176
H 14.299 19.419 8.146
H 13.845 20.335 9.556
H 14.634 17.537 9.773
H 13.106 16.798 10.515
H 13.748 18.137 11.254
```

- E_LUMO: 0.1242 hartree
- Kohn-Sham gap: 5.17 eV
- Max |F|: 3.39 eV/A
- HOMO level: -1.794 eV
- Multiplicity: 1
- Charge: -2

=====

A molecular structure, C23H18NO7PPdS2Se, computed with ωB97M-V/def2-TZVPD.

Structure (XYZ):
```
54
C23H18NO7PPdS2Se, DFT ωB97M-V/def2-TZVPD
Pd -3.905 -13.827 -9.665
O -2.794 -14.374 -6.606
S -4.154 -14.916 -6.759
O -4.535 -16.109 -6.066
O -4.578 -15.087 -8.200
C -5.228 -13.594 -6.178
C -6.035 -13.934 -5.071
C -7.016 -13.017 -4.693
C -7.172 -11.807 -5.329
C -6.365 -11.496 -6.428
C -5.437 -12.422 -6.889
P -4.504 -12.004 -8.412
C -3.130 -11.043 -7.832
C -1.828 -11.505 -7.985
C -0.819 -10.825 -7.333
C -1.075 -9.686 -6.557
C -2.379 -9.242 -6.461
C -3.414 -9.880 -7.135
C -5.451 -10.871 -9.413
C -4.883 -9.684 -9.908
C -5.721 -8.752 -10.547
C -7.093 -9.008 -10.678
C -7.605 -10.257 -10.293
C -6.777 -11.163 -9.648
H -5.814 -14.819 -4.503
H -7.646 -13.173 -3.811
H -7.913 -11.089 -4.986
H -6.503 -10.557 -6.967
H -1.604 -12.397 -8.574
H 0.188 -11.133 -7.465
H -0.277 -9.155 -6.025
H -2.602 -8.386 -5.803
H -4.427 -9.476 -7.072
H -3.817 -9.505 -9.780
H -5.271 -7.884 -11.029
H -7.707 -8.234 -11.120
H -8.661 -10.457 -10.442
H -7.231 -12.052 -9.200
O -1.241 -13.383 -12.524
S -1.784 -13.808 -11.274
O -2.902 -12.622 -10.937
O -0.870 -13.901 -10.100
O -2.769 -14.957 -11.252
Se -6.063 -14.068 -11.055
C -5.429 -13.372 -12.703
C -5.628 -14.259 -13.784
C -5.351 -13.788 -15.064
N -4.928 -12.547 -15.305
C -4.703 -11.755 -14.270
C -4.961 -12.088 -12.945
H -5.941 -15.298 -13.595
H -5.436 -14.443 -15.938
H -4.346 -10.764 -14.516
H -4.788 -11.358 -12.150
```

- E_LUMO (alpha / beta): 0.1611 / 0.1605 hartree
- Kohn-Sham gap (alpha / beta): 4.89 / 6.11 eV
- Max |F|: 4.93 eV/A
- ⟨S²⟩: 2.01
- HOMO level (alpha / beta): -0.511 / -1.739 eV
- Multiplicity: 3
- Charge: -2

=====

A molecular structure, C18H44BeBr2ClF3N2NaO9PSSi, computed with ωB97M-V/def2-TZVPD.

Structure (XYZ):
```
84
C18H44BeBr2ClF3N2NaO9PSSi, DFT ωB97M-V/def2-TZVPD
C 7.952 0.773 1.192
C 7.545 -0.203 0.006
C 6.476 -1.243 0.508
Br 7.316 -3.044 0.684
Si 4.881 -1.335 -0.535
Br 5.015 -0.385 -2.587
P 3.239 -0.487 0.717
C 2.126 -1.975 1.086
C 2.270 0.803 -0.224
C 2.793 2.254 0.150
H 7.803 0.283 2.170
H 7.298 1.656 1.104
H 9.043 1.029 1.091
H 7.157 0.453 -0.793
H 8.425 -0.731 -0.395
H 6.194 -0.975 1.546
H 4.599 -2.769 -0.755
H 2.395 -2.776 0.373
H 1.085 -1.627 0.951
H 2.366 -2.282 2.116
H 1.228 0.749 0.175
H 2.237 0.625 -1.353
H 2.302 2.598 1.072
H 2.582 2.932 -0.692
H 3.886 2.176 0.273
Be 9.897 2.417 1.906
Cl 0.327 1.057 -1.700
C -1.578 -0.366 1.623
O -0.380 -0.613 1.818
N -2.001 0.237 0.481
N -2.545 -0.673 2.512
H -2.958 0.459 0.273
H -1.281 0.456 -0.173
H -2.262 -1.125 3.360
H -3.523 -0.487 2.364
C 1.247 -5.572 2.295
C 1.812 -6.499 1.232
C 2.519 -7.694 1.853
O 2.730 -5.776 0.405
H 2.048 -5.174 2.927
H 0.752 -4.718 1.829
H 0.528 -6.087 2.933
H 1.006 -6.847 0.584
H 3.361 -7.367 2.471
H 2.926 -8.344 1.077
H 1.837 -8.277 2.474
H 3.447 -5.467 0.966
C -3.071 5.888 1.329
O -3.483 5.506 0.034
C -3.090 4.180 -0.281
C -3.945 3.620 -1.404
O -5.218 3.163 -0.969
C -6.178 4.165 -0.652
C -6.761 4.849 -1.874
O -5.867 5.840 -2.366
C -6.132 6.171 -3.711
H -1.978 5.854 1.416
H -3.408 6.908 1.502
H -3.526 5.239 2.085
H -3.182 3.534 0.600
H -2.040 4.207 -0.603
H -3.442 2.731 -1.794
H -4.039 4.328 -2.229
H -5.777 4.887 0.061
H -6.989 3.634 -0.149
H -7.699 5.349 -1.601
H -6.961 4.101 -2.649
H -6.003 5.294 -4.356
H -5.416 6.933 -4.017
H -7.145 6.570 -3.821
C -5.985 -4.467 3.160
F -5.979 -5.689 2.617
F -7.176 -4.315 3.746
F -5.074 -4.480 4.142
S -5.646 -3.146 1.909
O -6.716 -3.282 0.937
O -4.326 -3.469 1.384
O -5.687 -1.901 2.667
C 3.742 -0.786 -6.114
O 4.122 -0.744 -7.378
H 4.519 -0.533 -5.340
H 2.908 -0.101 -5.819
H 3.365 -1.754 -5.722
Na 3.148 1.619 -6.074
```

- E_LUMO: -0.2287 hartree
- Kohn-Sham gap: 1.59 eV
- Max |F|: 2.41 eV/A
- HOMO level: -7.810 eV
- Multiplicity: 1

=====

A single C5H10O molecule, computed with ωB97M-V/def2-TZVPD.

Structure (XYZ):
```
16
C5H10O, DFT ωB97M-V/def2-TZVPD
C -1.170 0.281 -0.948
C -0.393 -0.314 0.238
C -1.106 -0.045 1.559
C 1.031 0.243 0.256
O 1.404 1.010 1.119
C 1.963 -0.202 -0.854
H -0.707 0.040 -1.910
H -1.228 1.372 -0.860
H -2.192 -0.110 -0.966
H -0.315 -1.400 0.076
H -1.183 1.031 1.744
H -0.563 -0.484 2.401
H -2.116 -0.470 1.541
H 2.063 -1.293 -0.848
H 1.569 0.083 -1.836
H 2.942 0.259 -0.713
```

- E_LUMO: 0.0360 hartree
- Kohn-Sham gap: 10.52 eV
- Max |F|: 0.50 eV/A
- SMILES: CC(=O)C(C)C
- HOMO level: -9.539 eV
- Multiplicity: 1

=====

Computed total energy, in the same sequence as the records: -16991.3885, -83902.4187, -50474.5345, -19128.1281, -115457.8113, -139752.2181, -234355.7535, -7394.7589 eV.